Record 1
{"formula": "C3H5NOS2", "method": "ωB97M-V/def2-TZVPD", "elements": ["C", "C", "C", "H", "H", "H", "H", "H", "N", "O", "S", "S"], "xyz": [[-1.21988, -0.41741, -0.17953], [-0.59250, 0.98378, -0.24645], [1.60547, 0.26657, 0.25849], [-0.83739, 1.44207, 0.73593], [-1.11275, 1.59492, -0.99136], [1.44960, 0.39603, 1.33914], [2.63509, 0.50534, 0.04919], [-0.83136, -2.37430, 0.10727], [-0.36150, -1.45788, -0.07790], [0.79707, 1.05284, -0.51322], [-2.86599, -0.55160, -0.14543], [1.33412, -1.44038, -0.33612]], "spin_multiplicity": 1, "smiles": "S=C1COCSN1", "lumo_ev": 0.3, "homo_energy_ev": -8.54, "gap_ev": 8.880, "max_force_ev_per_a": 1.626}

---

Record 2
{"formula": "C3H5NOS2", "method": "ωB97M-V/def2-TZVPD", "elements": ["C", "C", "C", "H", "H", "H", "H", "H", "N", "O", "S", "S"], "xyz": [[-0.20156, -1.57902, -0.24080], [0.05135, 0.78126, 0.10895], [-0.45163, 0.61723, 1.46782], [-0.29568, -2.29304, -1.11060], [-1.02124, -1.62230, 0.45770], [0.73458, -1.84087, 0.22506], [-0.00369, -0.21003, 1.95953], [1.07381, 0.77836, -2.25374], [0.59524, 1.90257, -0.23255], [-0.09258, -0.23579, -0.71497], [-1.50533, 1.63429, 2.17078], [1.11671, 2.06733, -1.83718]], "spin_multiplicity": 1, "smiles": "CO/C(C=S)=N\\S", "lumo_ev": -1.0, "homo_energy_ev": -8.54, "gap_ev": 7.571, "max_force_ev_per_a": 2.234}

---

Record 3
{"formula": "C3H5NOS2", "method": "ωB97M-V/def2-TZVPD", "elements": ["C", "C", "C", "N", "O", "S", "S", "H", "H", "H", "H", "H"], "xyz": [[-0.55330, 0.12346, 0.34884], [1.89505, 0.08147, -0.38564], [-1.83205, 0.39282, 1.07461], [-0.62869, -0.29765, -0.85601], [1.13775, -1.82700, -1.95787], [0.97877, 0.60153, 1.05261], [0.77767, -0.42501, -1.78316], [2.50530, 0.89123, -0.81643], [2.44913, -0.86332, -0.38532], [-1.76833, 1.13908, 1.77360], [-2.21954, -0.50690, 1.50753], [-2.74175, 0.69028, 0.42725]], "spin_multiplicity": 3, "lumo_ev": [0.5, -3.6], "homo_energy_ev": [-5.68, -9.73], "gap_ev": [6.167, 6.153], "max_force_ev_per_a": 8.102}

---

Record 4
{"formula": "C3H5NOS3", "method": "ωB97M-V/def2-TZVPD", "elements": ["C", "C", "C", "H", "H", "H", "H", "H", "N", "O", "S", "S", "S"], "xyz": [[-0.67777, -0.34768, 0.53928], [0.49522, 0.25140, 0.27089], [0.65728, 0.03240, -1.28714], [-3.87333, 0.87318, 1.29744], [-1.00098, -1.48001, 0.19434], [0.71786, 1.29815, 0.62049], [2.82230, 0.38681, 1.25081], [2.15964, -0.12791, -2.74778], [-1.60109, 0.37739, 1.08053], [2.03243, 0.28097, -1.69303], [-2.99345, -0.49858, 1.59704], [1.66020, -0.66232, 1.20043], [-0.39829, -0.38381, -2.32329]], "spin_multiplicity": 1, "smiles": "OC(=S)[C@H](S)/C=N/S", "lumo_ev": -0.1, "homo_energy_ev": -8.88, "gap_ev": 8.738, "max_force_ev_per_a": 9.399}

---

Record 5
{"formula": "C3H5NS", "method": "ωB97M-V/def2-TZVPD", "elements": ["C", "C", "C", "H", "H", "H", "H", "H", "N", "S"], "xyz": [[0.51523, -0.21358, 0.20248], [-1.77229, 0.27934, 0.80001], [-1.80195, -0.75087, -0.24777], [0.44769, -0.98368, 1.02409], [-1.49663, -0.06475, 1.77832], [-2.40556, 1.13619, 0.74114], [-1.52353, -1.76178, 0.04790], [-2.44543, -0.67885, -1.12268], [-0.73915, 0.26449, -0.25552], [1.93447, 0.28826, -0.32553]], "spin_multiplicity": 1, "smiles": "S=CN1CC1", "lumo_ev": 0.0, "homo_energy_ev": -8.86, "gap_ev": 8.897, "max_force_ev_per_a": 1.009}

---

Record 6
{"formula": "C3H5NS", "method": "ωB97M-V/def2-TZVPD", "elements": ["C", "C", "C", "H", "H", "H", "H", "H", "N", "S"], "xyz": [[-0.95501, -0.14249, -0.11570], [-0.00151, 0.95871, -0.02974], [1.09824, -0.28069, -0.02984], [-0.12306, 1.17765, 1.09618], [-0.05296, 2.03095, -0.63899], [1.56141, -0.40589, -0.99875], [1.66402, -0.15950, 0.81985], [-0.37858, -1.96741, -0.16365], [-0.08081, -1.07400, 0.06792], [-2.73175, -0.13734, -0.00728]], "spin_multiplicity": 1, "smiles": "S=C1CCN1", "lumo_ev": 0.5, "homo_energy_ev": -8.09, "gap_ev": 8.624, "max_force_ev_per_a": 6.607}

---

Record 7
{"formula": "C3H5NS2", "method": "ωB97M-V/def2-TZVPD", "elements": ["C", "C", "C", "N", "S", "S", "H", "H", "H", "H", "H"], "xyz": [[0.30259, -0.98757, 0.18305], [-0.28848, 0.17220, -0.11808], [-1.71816, 0.49162, -0.03484], [1.61112, -1.24437, -0.02215], [3.18407, 1.35336, 0.01930], [2.98151, -0.54318, -0.05173], [-0.12810, -1.77702, 0.59573], [0.27630, 0.83807, -0.57692], [-2.38070, -0.44379, 0.28583], [-2.10774, 0.82507, -1.07977], [-1.73241, 1.31562, 0.79958]], "spin_multiplicity": 1, "lumo_ev": -1.3, "homo_energy_ev": -8.71, "gap_ev": 7.450, "max_force_ev_per_a": 4.591}

---

Record 8
{"formula": "C3H5NS3", "method": "ωB97M-V/def2-TZVPD", "elements": ["C", "C", "C", "H", "H", "H", "H", "H", "N", "S", "S", "S"], "xyz": [[0.62072, -0.65898, 0.73073], [0.99874, 0.30376, -0.42466], [-0.70951, 0.09315, 0.80174], [-0.42677, -2.43126, -0.41954], [1.22826, -0.49712, 1.63056], [1.86035, 0.95591, -0.26570], [1.06215, -0.17531, -1.38907], [-1.81254, 1.65565, -1.72024], [-0.29247, 0.95768, -0.15368], [0.59376, -2.44382, 0.44212], [-1.02220, 2.31697, -0.85031], [-2.10048, -0.07664, 1.61806]], "spin_multiplicity": 1, "smiles": "S=C1[C@@H](S)CN1S", "lumo_ev": 0.4, "homo_energy_ev": -8.69, "gap_ev": 9.047, "max_force_ev_per_a": 0.676}

---

Record 9
{"formula": "C3H5NS3", "method": "ωB97M-V/def2-TZVPD", "elements": ["C", "C", "C", "H", "H", "H", "H", "H", "N", "S", "S", "S"], "xyz": [[-0.98702, 0.91237, -0.67489], [1.78198, 0.30509, 0.01577], [-1.20128, -1.37897, 0.77406], [-0.38888, 0.73853, -1.63734], [-1.45563, 1.84077, -0.70058], [2.36013, 0.12734, 0.91108], [2.27655, 1.14403, -0.83884], [-1.72081, -1.45335, 1.81647], [0.05900, -1.79029, 0.69130], [0.21645, 1.30608, 0.52638], [1.28179, -1.30867, -0.54891], [-2.22227, -0.44292, -0.33449]], "spin_multiplicity": 1, "smiles": "C1=NSCSCS1", "lumo_ev": -0.1, "homo_energy_ev": -8.51, "gap_ev": 8.420, "max_force_ev_per_a": 4.238}

---

Record 10
{"formula": "C3H5NS3", "method": "ωB97M-V/def2-TZVPD", "elements": ["C", "C", "C", "H", "H", "H", "H", "H", "N", "S", "S", "S"], "xyz": [[0.95243, -0.33147, 0.66846], [-0.44644, -0.03355, 0.17564], [-1.42801, -1.06110, 0.16594], [2.18127, -0.55217, -1.48898], [1.52592, 0.55810, 0.98395], [0.94721, -0.99395, 1.50743], [-1.03397, -2.10478, 0.24570], [-0.86780, 3.27458, -0.76912], [-0.84312, 1.06287, -0.36806], [1.86935, -1.43204, -0.53802], [-2.95727, -0.82920, -0.35197], [0.10042, 2.44272, -0.23098]], "spin_multiplicity": 1, "smiles": "S=C/C(CS)=N/S", "lumo_ev": -1.2, "homo_energy_ev": -8.68, "gap_ev": 7.448, "max_force_ev_per_a": 3.090}